# 1
Below is a molecular structure, C51H54P3PtSi in a non-equilibrium geometry, with properties calculated with the ωB97M-V functional and the def2-TZVPD basis.

Cartesian coordinates (Å):
Pt: 0.10 -0.04 0.22
C: 3.03 -2.43 -0.54
Si: 1.15 -2.06 -0.34
C: 0.43 -2.54 -2.05
C: 1.12 -3.33 -2.96
C: 0.72 -3.44 -4.28
C: -0.40 -2.74 -4.72
C: -1.13 -1.98 -3.83
C: -0.72 -1.88 -2.50
P: -1.77 -1.01 -1.28
C: -3.35 -1.70 -1.92
C: -3.55 -3.06 -1.72
C: -4.60 -3.71 -2.33
C: -5.46 -3.00 -3.16
C: -5.26 -1.64 -3.36
C: -4.22 -0.99 -2.74
C: -1.84 0.73 -1.82
C: -0.85 1.28 -2.62
C: -0.94 2.62 -2.99
C: -2.00 3.39 -2.55
C: -2.96 2.85 -1.70
C: -2.87 1.53 -1.33
C: 0.50 -3.08 1.19
C: 0.87 -4.41 1.25
C: 0.51 -5.23 2.31
C: -0.30 -4.73 3.32
C: -0.73 -3.42 3.25
C: -0.30 -2.57 2.23
P: -1.00 -0.87 2.25
C: -0.59 0.14 3.81
C: -1.57 1.26 3.90
C: -1.96 1.78 5.07
C: -1.67 1.14 6.33
C: -1.00 -0.01 6.36
C: -0.32 -0.58 5.16
C: -2.76 -1.32 2.44
C: -3.22 -2.29 1.55
C: -4.55 -2.66 1.52
C: -5.45 -2.05 2.38
C: -5.00 -1.11 3.29
C: -3.67 -0.75 3.33
H: 3.25 -3.44 -0.20
H: 3.68 -1.76 0.00
H: 3.30 -2.36 -1.59
H: 2.00 -3.87 -2.63
H: 1.28 -4.05 -4.96
H: -0.70 -2.79 -5.76
H: -2.01 -1.44 -4.17
H: -2.85 -3.62 -1.11
H: -4.75 -4.76 -2.18
H: -6.27 -3.51 -3.66
H: -5.92 -1.09 -4.02
H: -4.06 0.07 -2.92
H: -0.03 0.66 -2.98
H: -0.19 3.05 -3.64
H: -2.08 4.42 -2.86
H: -3.77 3.46 -1.34
H: -3.61 1.09 -0.66
H: 1.44 -4.84 0.44
H: 0.85 -6.25 2.34
H: -0.61 -5.37 4.13
H: -1.43 -3.06 3.99
H: -1.93 1.68 2.97
H: -2.59 2.66 5.08
H: -2.10 1.57 7.22
H: -0.86 -0.56 7.28
H: -0.43 -1.67 5.14
H: -2.50 -2.75 0.88
H: -4.88 -3.42 0.83
H: -6.50 -2.30 2.33
H: -5.69 -0.65 3.98
H: -3.34 -0.03 4.06
C: 4.83 0.52 1.73
C: 3.96 1.78 1.84
C: 3.89 2.22 3.30
C: 4.65 2.85 0.99
P: 2.20 1.36 1.16
C: 1.69 0.33 2.61
C: 0.88 0.68 3.81
C: 1.17 -0.15 5.09
C: 2.03 -1.34 4.92
C: 2.42 -1.75 3.72
C: 2.26 -0.90 2.57
C: 1.25 3.01 0.95
C: 1.47 4.18 1.91
C: 1.63 3.42 -0.48
C: -0.24 2.69 0.96
H: 5.86 0.77 2.00
H: 4.83 0.13 0.71
H: 4.50 -0.26 2.42
H: 4.89 2.52 3.63
H: 3.57 1.40 3.94
H: 3.22 3.06 3.44
H: 5.66 2.98 1.35
H: 4.15 3.81 1.05
H: 4.70 2.54 -0.05
H: 0.89 1.76 3.99
H: 1.49 0.44 5.95
H: 2.26 -1.89 5.82
H: 2.99 -2.66 3.59
H: 2.75 -1.21 1.66
H: 2.50 4.53 1.91
H: 1.18 3.92 2.93
H: 0.84 5.00 1.59
H: 2.69 3.60 -0.60
H: 1.10 4.33 -0.77
H: 1.35 2.62 -1.18
H: -0.60 2.64 1.98
H: -0.44 1.72 0.44
H: -0.80 3.46 0.43

E_LUMO (spin up / spin down) (eV): -3.65 / -3.65
E_tot (a.u.): -3408.4063
Charge: +1
Energy above the lowest of the compared OMol25 structures with the same formula, charge and spin (kcal per mole): 145.2
Kohn-Sham gap (spin up / spin down) (eV): 5.56 / 5.56

# 2
Below is a molecular structure, C51H55BiN7O2SSe, with properties calculated with the ωB97M-V functional and the def2-TZVPD basis.

Cartesian coordinates (Å):
Bi: -1.07 -1.00 0.55
C: 4.02 4.06 3.21
C: 2.81 4.75 2.57
C: 3.31 5.64 1.42
C: 2.14 5.62 3.64
C: 1.80 3.74 2.03
C: 1.98 2.37 2.11
C: 1.00 1.52 1.62
Se: 1.41 -0.36 1.70
C: 2.29 -0.57 0.01
C: 3.69 -0.51 -0.01
C: 4.36 -0.61 -1.20
C: 3.59 -0.77 -2.36
C: 2.21 -0.85 -2.38
C: 1.53 -0.75 -1.14
O: 0.20 -0.82 -1.11
C: 1.43 -1.00 -3.69
C: 0.60 -2.29 -3.68
C: 0.51 0.21 -3.90
C: 2.37 -1.08 -4.90
C: 5.88 -0.52 -1.31
C: 6.26 0.68 -2.18
C: 6.42 -1.81 -1.96
C: 6.55 -0.36 0.05
C: -0.19 1.97 1.04
O: -1.17 1.12 0.69
C: -0.35 3.36 0.88
C: 0.64 4.18 1.41
C: -1.52 4.06 0.17
C: -2.49 3.14 -0.59
C: -0.96 5.03 -0.88
C: -2.34 4.84 1.21
H: 4.71 4.81 3.59
H: 3.73 3.43 4.05
H: 4.56 3.45 2.48
H: 4.04 6.36 1.80
H: 3.78 5.04 0.65
H: 2.49 6.20 0.97
H: 2.85 6.36 4.03
H: 1.29 6.17 3.23
H: 1.78 5.02 4.47
H: 2.87 1.95 2.55
H: 4.22 -0.37 0.93
H: 4.12 -0.84 -3.30
H: -0.13 -2.28 -2.87
H: 0.07 -2.40 -4.63
H: 1.25 -3.16 -3.55
H: -0.22 0.31 -3.10
H: 1.10 1.13 -3.94
H: -0.03 0.11 -4.84
H: 3.04 -1.94 -4.84
H: 1.77 -1.19 -5.81
H: 2.97 -0.17 -5.01
H: 5.86 0.59 -3.19
H: 5.89 1.61 -1.75
H: 7.35 0.76 -2.27
H: 6.02 -1.96 -2.96
H: 7.51 -1.76 -2.04
H: 6.17 -2.68 -1.35
H: 6.23 0.57 0.54
H: 6.33 -1.20 0.72
H: 7.63 -0.31 -0.07
H: 0.49 5.25 1.33
H: -1.96 2.54 -1.33
H: -3.03 2.48 0.08
H: -3.22 3.77 -1.11
H: -0.37 4.49 -1.63
H: -1.78 5.54 -1.39
H: -0.32 5.80 -0.44
H: -2.75 4.17 1.96
H: -1.73 5.59 1.72
H: -3.17 5.37 0.72
C: -6.40 1.11 2.85
C: -6.47 -0.09 3.53
C: -5.37 -0.93 3.60
C: -4.19 -0.54 2.97
C: -4.11 0.67 2.30
C: -5.22 1.50 2.23
N: -3.00 -1.32 2.97
N: -3.07 -2.40 3.59
C: -1.88 -3.19 3.59
C: -1.90 -4.27 4.47
C: -0.77 -5.06 4.56
C: 0.33 -4.75 3.77
C: 0.24 -3.66 2.92
N: -0.84 -2.89 2.82
H: -7.27 1.76 2.80
H: -7.40 -0.38 4.02
H: -5.42 -1.87 4.14
H: -3.16 0.97 1.87
H: -5.15 2.45 1.71
H: -2.78 -4.45 5.06
H: -0.74 -5.90 5.24
H: 1.24 -5.34 3.81
H: 1.08 -3.39 2.29
S: -5.95 -5.89 -3.70
N: -4.52 -6.22 -3.02
C: -4.04 -5.08 -2.57
C: -2.77 -4.91 -1.88
C: -1.88 -5.96 -1.66
C: -0.69 -5.70 -1.02
C: -0.44 -4.40 -0.59
N: -1.28 -3.40 -0.78
C: -2.43 -3.63 -1.44
C: -3.31 -2.47 -1.71
N: -2.89 -1.25 -1.31
C: -3.65 -0.19 -1.56
C: -4.87 -0.28 -2.23
C: -5.31 -1.51 -2.65
C: -4.52 -2.63 -2.39
C: -4.89 -3.97 -2.81
N: -6.01 -4.30 -3.44
H: -2.14 -6.95 -2.01
H: 0.04 -6.48 -0.85
H: 0.49 -4.16 -0.09
H: -3.27 0.76 -1.22
H: -5.45 0.62 -2.42
H: -6.24 -1.64 -3.17

E_LUMO (eV): -3.29
E_tot (a.u.): -5524.3023
Charge: +1
Energy above the lowest of the compared OMol25 structures with the same formula, charge and spin (kcal per mole): 16.0
Kohn-Sham gap (eV): 6.78

# 3
Below is a molecular structure, C51H57AsN4O3P4S2Tl, with properties calculated with the ωB97M-V functional and the def2-TZVPD basis.

Cartesian coordinates (Å):
Tl: -0.60 -1.58 0.41
S: 2.67 -2.41 0.72
P: 2.38 -0.52 1.37
C: 0.83 -0.09 1.91
P: 0.21 -0.64 3.38
S: -1.38 -1.89 3.25
C: -0.32 0.75 4.45
C: -0.97 0.51 5.66
C: -1.34 1.57 6.47
C: -1.07 2.88 6.09
C: -0.44 3.13 4.88
C: -0.06 2.06 4.06
C: 1.44 -1.45 4.48
C: 2.13 -0.75 5.46
C: 3.12 -1.38 6.22
C: 3.42 -2.71 5.99
C: 2.73 -3.42 5.01
C: 1.74 -2.79 4.27
C: 2.82 0.57 -0.04
C: 1.98 0.60 -1.15
C: 2.25 1.43 -2.23
C: 3.39 2.23 -2.22
C: 4.25 2.18 -1.14
C: 3.97 1.35 -0.06
C: 3.68 -0.08 2.59
C: 4.70 -0.95 2.92
C: 5.67 -0.57 3.85
C: 5.62 0.68 4.44
C: 4.59 1.56 4.11
C: 3.62 1.17 3.19
H: -1.19 -0.51 5.94
H: -1.84 1.37 7.42
H: -1.36 3.70 6.73
H: -0.25 4.14 4.56
H: 0.42 2.23 3.11
H: 1.91 0.29 5.64
H: 3.66 -0.82 6.97
H: 4.19 -3.20 6.57
H: 2.97 -4.46 4.83
H: 1.21 -3.34 3.50
H: 1.09 -0.01 -1.20
H: 1.56 1.43 -3.07
H: 3.60 2.89 -3.06
H: 5.14 2.79 -1.13
H: 4.65 1.33 0.78
H: 4.73 -1.93 2.46
H: 6.46 -1.27 4.12
H: 6.37 0.97 5.17
H: 4.54 2.54 4.57
H: 2.81 1.84 2.95
C: 0.27 -5.04 -0.89
N: 0.23 -4.32 -2.16
C: 1.52 -3.81 -2.61
P: -1.18 -4.16 -2.97
O: -2.37 -4.04 -2.11
O: -0.85 -2.95 -3.98
P: -1.29 -1.40 -4.03
O: -0.49 -0.49 -3.21
N: -2.89 -1.34 -3.65
C: -3.86 -2.23 -4.27
C: -3.32 -0.84 -2.35
N: -1.05 -1.15 -5.65
C: -1.15 0.24 -6.08
C: -1.41 -2.10 -6.69
N: -1.39 -5.38 -4.10
C: -0.23 -5.73 -4.91
C: -2.13 -6.55 -3.66
H: 0.78 -4.44 -0.14
H: 0.82 -5.98 -1.00
H: -0.74 -5.25 -0.55
H: 1.93 -3.12 -1.86
H: 1.42 -3.28 -3.55
H: 2.23 -4.63 -2.74
H: -3.44 -2.74 -5.13
H: -4.73 -1.65 -4.61
H: -4.18 -2.99 -3.56
H: -2.54 -0.20 -1.93
H: -3.51 -1.67 -1.66
H: -4.23 -0.25 -2.48
H: -0.79 0.89 -5.29
H: -2.18 0.52 -6.33
H: -0.53 0.39 -6.97
H: -1.31 -3.12 -6.33
H: -0.72 -1.97 -7.54
H: -2.43 -1.95 -7.07
H: 0.27 -4.83 -5.27
H: -0.56 -6.30 -5.78
H: 0.50 -6.33 -4.36
H: -2.97 -6.23 -3.03
H: -1.51 -7.25 -3.09
H: -2.52 -7.08 -4.53
C: -3.92 3.15 3.78
C: -3.48 4.14 2.91
C: -2.77 3.81 1.77
C: -2.50 2.47 1.48
C: -2.93 1.48 2.35
C: -3.64 1.82 3.50
As: -1.53 1.92 -0.13
C: -0.14 3.27 -0.16
C: 1.04 3.25 0.56
C: 1.96 4.28 0.40
C: 1.70 5.31 -0.49
C: 0.53 5.33 -1.23
C: -0.40 4.30 -1.06
C: -1.70 4.20 -1.76
C: -2.20 5.10 -2.69
C: -3.46 4.90 -3.24
C: -4.23 3.80 -2.85
C: -3.73 2.89 -1.93
C: -2.47 3.09 -1.39
H: -4.45 3.41 4.68
H: -3.69 5.19 3.13
H: -2.43 4.59 1.10
H: -2.69 0.44 2.17
H: -3.94 1.04 4.19
H: 1.25 2.41 1.21
H: 2.89 4.25 0.96
H: 2.43 6.10 -0.62
H: 0.34 6.13 -1.93
H: -1.62 5.96 -2.99
H: -3.85 5.60 -3.96
H: -5.21 3.66 -3.28
H: -4.32 2.04 -1.63

E_LUMO (eV): 2.24
E_tot (a.u.): -6992.7390
Charge: -1
Energy above the lowest of the compared OMol25 structures with the same formula, charge and spin (kcal per mole): 6.4
Kohn-Sham gap (eV): 6.29

# 4
Below is a molecular structure, C51H57AsN4O5SiW in a non-equilibrium geometry, with properties calculated with the ωB97M-V functional and the def2-TZVPD basis.

Cartesian coordinates (Å):
W: 0.76 -0.88 0.41
C: 2.87 -3.19 3.71
Si: 3.21 -2.35 2.11
C: 2.89 -3.63 0.81
C: 4.96 -1.77 1.93
N: 2.06 -0.91 1.89
C: 1.96 -0.07 3.03
C: 2.98 0.05 3.99
C: 2.80 0.84 5.10
C: 1.60 1.52 5.29
C: 0.59 1.44 4.34
C: 0.81 0.67 3.21
O: -0.08 0.53 2.15
C: -1.25 1.34 2.25
C: -2.38 0.78 2.79
C: -3.48 1.59 3.00
C: -3.43 2.94 2.66
C: -2.27 3.48 2.11
C: -1.16 2.67 1.90
H: 3.66 -3.94 3.85
H: 1.91 -3.72 3.68
H: 2.88 -2.54 4.58
H: 3.65 -4.40 1.01
H: 3.03 -3.32 -0.23
H: 1.92 -4.11 0.92
H: 5.57 -2.60 1.56
H: 5.40 -1.47 2.89
H: 5.06 -0.93 1.25
H: 3.92 -0.47 3.85
H: 3.59 0.92 5.84
H: 1.44 2.13 6.17
H: -0.33 1.98 4.47
H: -2.39 -0.27 3.07
H: -4.38 1.17 3.43
H: -4.29 3.57 2.83
H: -2.23 4.53 1.85
H: -0.23 3.08 1.51
O: -3.34 -6.26 3.29
C: -2.32 -5.73 3.02
O: -1.02 -5.98 3.04
C: -1.56 -4.60 2.50
C: -1.18 -3.45 3.31
C: -0.59 -2.37 2.79
N: -0.36 -2.22 1.43
C: -0.75 -3.31 0.63
C: -1.33 -4.42 1.06
C: -0.41 -3.08 -0.79
O: -1.01 -3.42 -1.74
O: 0.76 -2.26 -0.85
H: -1.35 -3.48 4.38
H: -0.30 -1.54 3.41
H: -1.60 -5.20 0.36
C: 4.59 -0.31 -3.55
C: 4.94 -0.52 -2.07
C: 5.76 0.66 -1.53
C: 5.68 -1.85 -1.88
C: 3.67 -0.59 -1.30
N: 2.70 -0.64 -0.71
H: 5.51 -0.36 -4.12
H: 4.13 0.67 -3.71
H: 3.92 -1.09 -3.92
H: 6.66 0.75 -2.14
H: 6.06 0.49 -0.49
H: 5.20 1.59 -1.59
H: 6.61 -1.80 -2.45
H: 5.10 -2.70 -2.25
H: 5.94 -2.03 -0.83
C: -1.94 1.75 -6.90
C: -1.77 1.13 -5.54
C: -2.86 0.72 -4.79
C: -2.73 0.17 -3.52
C: -4.00 -0.41 -2.93
C: -1.44 0.12 -2.96
As: -1.29 -0.12 -1.03
N: 0.29 0.76 -0.50
C: 0.96 2.02 -0.59
C: 1.96 2.32 0.34
C: 2.62 3.53 0.29
C: 2.32 4.46 -0.70
C: 1.36 4.14 -1.66
C: 0.69 2.93 -1.60
C: -2.94 0.65 -0.37
C: -3.82 -0.24 0.26
C: -3.49 -1.68 0.55
C: -5.08 0.20 0.62
C: -5.50 1.51 0.39
C: -6.88 1.97 0.77
C: -4.60 2.37 -0.23
C: -3.33 1.97 -0.63
C: -2.50 2.98 -1.36
C: -0.31 0.31 -3.77
C: 1.09 -0.13 -3.43
C: -0.50 0.85 -5.04
H: -2.99 1.89 -7.15
H: -1.50 1.11 -7.68
H: -1.44 2.71 -6.95
H: -3.85 0.79 -5.22
H: -4.56 -0.89 -3.74
H: -4.64 0.34 -2.48
H: -3.80 -1.19 -2.20
H: 2.21 1.62 1.12
H: 3.38 3.76 1.03
H: 2.83 5.41 -0.74
H: 1.14 4.83 -2.46
H: -0.01 2.67 -2.38
H: -3.10 -2.21 -0.33
H: -4.37 -2.22 0.88
H: -2.75 -1.75 1.34
H: -5.77 -0.50 1.08
H: -7.35 1.28 1.47
H: -7.51 2.04 -0.11
H: -6.84 2.96 1.23
H: -4.91 3.39 -0.44
H: -3.14 3.75 -1.80
H: -1.95 2.52 -2.17
H: -1.79 3.48 -0.69
H: 1.08 -1.00 -2.79
H: 1.69 0.66 -2.98
H: 1.58 -0.43 -4.36
H: 0.37 1.02 -5.66

E_LUMO (eV): -7.19
E_tot (a.u.): -5164.7351
Charge: +2
Energy above the lowest of the compared OMol25 structures with the same formula, charge and spin (kcal per mole): 9.2
Kohn-Sham gap (eV): 5.76

- Look up the charge of the fourth one.
  +2

- Among the records above, which one has the highest E_tot?
  C51H54P3PtSi

- What is the formula in the fourth record?
  C51H57AsN4O5SiW